# C26H41FeN3O3S6

A molecular structure, C26H41FeN3O3S6 in a non-equilibrium geometry (ωB97M-V/def2-TZVPD, the OMol25 dataset).

Output
- energy (eV) = -137624.1374
- HOMO-LUMO gap (alpha / beta) (eV) = 7.93 / 7.58

Structure (ORCA input):
```
! wB97M-V def2-TZVPD RIJCOSX def2/J DEFGRID3
* xyz 2 5
Fe 0.794 0.307 0.656
C 4.376 -1.036 1.229
C 4.652 -0.343 -0.097
S 3.166 0.364 -0.915
C 2.765 -0.843 -2.236
C 2.538 -2.255 -1.749
S 1.096 -2.381 -0.612
C 1.706 -3.729 0.472
C 2.605 -3.279 1.608
S 4.317 -2.865 1.101
H 3.428 -0.707 1.656
H 5.179 -0.820 1.932
H 5.146 -1.010 -0.801
H 5.297 0.521 0.060
H 3.583 -0.820 -2.957
H 1.866 -0.436 -2.702
H 3.404 -2.619 -1.200
H 2.333 -2.909 -2.598
H 2.201 -4.462 -0.165
H 0.804 -4.181 0.886
H 2.711 -4.104 2.312
H 2.181 -2.413 2.115
O 1.261 2.402 0.441
S 1.809 3.784 0.235
C 0.337 4.939 0.231
C -1.008 4.231 0.308
C -1.257 3.688 1.713
C -2.597 3.012 1.903
S -2.718 1.355 1.063
O -1.356 0.894 0.631
C -3.033 0.389 2.579
C -4.311 0.382 3.117
C -4.545 -0.313 4.294
C -3.510 -1.004 4.908
C -2.248 -1.034 4.331
C -2.006 -0.332 3.162
C 2.108 3.875 -1.553
C 1.328 3.140 -2.426
C 1.539 3.258 -3.790
C 2.538 4.094 -4.268
C 3.331 4.808 -3.383
C 3.116 4.703 -2.018
H 0.425 5.543 -0.671
H 0.476 5.583 1.098
H -1.039 3.420 -0.423
H -1.778 4.960 0.039
H -1.204 4.511 2.429
H -0.468 2.983 1.979
H -3.417 3.600 1.491
H -2.786 2.851 2.961
H -5.108 0.928 2.634
H -5.533 -0.303 4.727
H -3.689 -1.524 5.836
H -1.446 -1.587 4.795
H -1.021 -0.328 2.707
H 0.564 2.479 -2.033
H 0.922 2.705 -4.481
H 2.700 4.187 -5.330
H 4.116 5.448 -3.752
H 3.722 5.260 -1.320
O 0.552 1.807 3.394
S 1.597 0.777 3.495
N 1.426 -0.245 2.403
N -4.639 -3.201 -0.163
C -3.715 -3.398 0.986
C -2.276 -3.216 0.469
N -2.068 -1.949 -0.174
C -3.028 -1.679 -1.208
C -4.486 -1.835 -0.731
H -5.608 -3.373 0.124
H -4.400 -3.884 -0.898
H -3.861 -4.396 1.402
H -3.945 -2.659 1.758
H -2.058 -4.006 -0.260
H -1.583 -3.310 1.302
H -1.940 -1.180 0.469
H -2.855 -2.379 -2.035
H -2.873 -0.668 -1.584
H -5.178 -1.712 -1.564
H -4.716 -1.110 0.052
*
```



# C26H42BrF13O12SSi2

A molecular structure, C26H42BrF13O12SSi2 in a non-equilibrium geometry (ωB97M-V/def2-TZVPD, the OMol25 dataset).

Output
- energy (eV) = -184171.1573
- HOMO-LUMO gap (eV) = 9.69

Structure (ORCA input):
```
! wB97M-V def2-TZVPD RIJCOSX def2/J DEFGRID3
* xyz 0 1
C 5.538 2.026 -0.750
C 4.023 1.431 -0.637
C 3.890 0.076 -1.486
C 3.108 -1.083 -0.641
Si 1.213 -1.024 -0.749
C 0.460 -2.207 -2.108
C 1.550 -3.031 -2.928
O 1.422 -4.286 -2.943
Br 3.059 -2.297 -3.971
O 0.358 -1.424 0.702
Si 1.070 -2.627 1.697
C 2.535 -1.976 2.805
O 3.809 -2.592 2.500
C 4.148 -3.628 3.464
C 5.729 -4.039 3.399
O 6.491 -3.241 2.466
C 6.902 -3.992 1.296
C 6.418 -3.116 0.009
S 1.458 -4.551 0.781
C 3.116 -4.778 0.011
O 1.402 -5.560 1.937
O 0.324 -4.980 -0.152
C 0.493 0.736 -1.208
F 0.911 1.644 -0.152
F -0.927 0.647 -1.110
C 0.958 1.331 -2.598
F 1.192 0.404 -3.644
F -0.107 2.200 -3.063
H 6.333 1.211 -0.722
H 5.615 2.549 -1.781
H 5.721 2.862 0.018
H 3.340 2.283 -0.963
H 3.797 1.254 0.484
H 3.505 0.199 -2.550
H 4.968 -0.334 -1.593
H 3.554 -1.027 0.411
H 3.503 -2.075 -1.089
H -0.326 -2.895 -1.612
H -0.147 -1.606 -2.892
H 0.026 -2.935 2.709
H 2.610 -0.850 2.561
H 2.286 -2.037 3.925
H 3.909 -3.298 4.545
H 3.561 -4.596 3.280
H 6.145 -3.793 4.450
H 5.843 -5.167 3.271
H 8.049 -4.005 1.229
H 6.446 -5.033 1.211
H 5.331 -2.775 0.149
H 7.032 -2.146 -0.101
H 6.514 -3.760 -0.947
H 4.001 -4.469 0.672
H 3.231 -4.331 -1.038
H 3.239 -5.921 -0.137
H 1.883 2.019 -2.555
C 0.087 3.743 2.684
C 1.511 3.987 2.222
O 1.934 5.320 2.551
C 2.294 5.523 3.833
O 2.277 4.675 4.687
C 2.762 6.962 4.036
F 1.918 7.861 3.489
F 3.970 7.180 3.474
F 2.880 7.293 5.335
H -0.584 4.502 2.272
H -0.257 2.757 2.369
H 0.006 3.804 3.772
H 1.560 3.899 1.134
H 2.203 3.249 2.638
C -3.374 -1.086 0.078
C -4.431 -1.244 -0.998
O -5.733 -1.424 -0.416
C -6.335 -0.309 0.037
O -5.853 0.794 -0.015
C -7.722 -0.634 0.586
F -7.716 -1.700 1.412
F -8.600 -0.921 -0.398
F -8.259 0.382 1.288
H -3.403 -1.933 0.769
H -2.380 -1.022 -0.364
H -3.544 -0.185 0.673
H -4.221 -2.141 -1.586
H -4.433 -0.397 -1.691
C -8.773 1.988 -1.614
C -8.051 3.060 -2.407
O -8.429 3.016 -3.792
C -9.620 3.567 -4.097
O -10.360 4.074 -3.293
C -9.876 3.493 -5.600
F -9.623 2.268 -6.107
F -9.098 4.358 -6.285
F -11.149 3.783 -5.926
H -8.600 1.004 -2.057
H -8.431 1.977 -0.579
H -9.854 2.151 -1.617
H -6.974 2.880 -2.367
H -8.227 4.057 -1.991
*
```



# C26H42CeCl3N4O4Si

A molecular structure, C26H42CeCl3N4O4Si in a non-equilibrium geometry (ωB97M-V/def2-TZVPD, the OMol25 dataset).

Output
- energy (eV) = -100170.0668
- HOMO-LUMO gap (alpha / beta) (eV) = 4.26 / 4.26
- relative energy (zero: lowest compared OMol25 entry of this formula, charge and spin) (eV) = 2.229

Structure (ORCA input):
```
! wB97M-V def2-TZVPD RIJCOSX def2/J DEFGRID3
* xyz 0 2
C 0.082 -3.007 -3.902
C 0.363 -3.533 -2.514
H 0.250 -3.727 -4.706
H 0.709 -2.119 -4.063
H -0.948 -2.648 -3.949
C 1.436 -4.256 -2.171
C 2.415 -4.708 -3.167
H 1.652 -4.482 -1.137
H 2.546 -3.985 -3.980
H 2.139 -5.662 -3.621
H 3.392 -4.845 -2.709
Ce 0.079 1.842 0.240
Cl -2.551 1.097 -0.035
Cl 2.022 3.532 -0.531
C -1.137 -0.594 2.594
O -0.552 0.255 1.858
N -0.606 -1.000 3.740
C 0.682 -0.482 4.164
C -1.286 -1.866 4.680
H -2.096 -1.030 2.320
H 1.093 0.208 3.419
H 1.394 -1.302 4.307
H 0.575 0.048 5.117
H -2.202 -2.235 4.232
H -1.521 -1.310 5.595
H -0.642 -2.713 4.936
H 2.179 -1.043 -2.173
H 4.253 -2.713 -0.455
C 3.058 -0.440 -1.865
C 4.573 -1.665 -0.313
N 3.470 -0.748 -0.500
H 2.790 0.622 -1.968
C 2.739 -0.296 0.514
O 1.727 0.405 0.291
H 4.981 -1.561 0.700
H 3.009 -0.581 1.546
H 3.900 -0.675 -2.527
H 5.349 -1.439 -1.055
O -0.232 -1.718 -2.105
C -0.521 -2.865 -1.455
C 1.094 -2.926 0.628
C -0.167 -3.035 0.053
H 1.875 -2.403 0.071
C 1.399 -3.457 1.884
H -1.594 -3.127 -1.586
C -1.182 -3.566 0.864
H 2.415 -3.383 2.294
C 0.419 -4.155 2.598
C -0.890 -4.188 2.098
H -2.224 -3.518 0.510
H 0.666 -4.685 3.529
H -1.691 -4.720 2.646
Si -1.042 2.286 -3.700
Cl 0.073 1.047 -2.171
C 0.179 3.697 -3.854
C -2.650 2.963 -2.945
C -1.255 1.659 -5.434
H 0.856 3.781 -3.002
H -0.427 4.594 -3.951
H 0.741 3.525 -4.769
H -0.265 1.461 -5.886
H -1.703 2.558 -5.910
H -1.934 0.793 -5.564
H -2.836 2.638 -1.885
H -3.489 2.638 -3.597
H -2.500 4.068 -3.003
N -3.484 4.724 4.960
C -2.904 3.726 4.224
O -2.835 2.567 4.589
C -2.290 4.224 2.931
C -2.055 5.576 2.551
C -1.389 5.883 1.355
C -0.897 4.812 0.606
N -1.040 3.550 1.034
C -1.806 3.234 2.102
H -4.028 4.441 5.756
H -3.747 5.586 4.483
H -2.389 6.381 3.201
H -1.214 6.904 1.016
H -0.334 4.910 -0.313
H -2.017 2.177 2.235
*
```



# C26H42Cl2NO7PSSi

2 unconnected molecules or ions with the total composition C26H42Cl2NO7PSSi in a non-equilibrium geometry (ωB97M-V/def2-TZVPD, the OMol25 dataset).

Output
- energy (eV) = -96498.1667
- HOMO-LUMO gap (eV) = 1.37

Structure (ORCA input):
```
! wB97M-V def2-TZVPD RIJCOSX def2/J DEFGRID3
* xyz -2 1
C 0.537 -1.639 2.433
C -0.258 -1.041 1.402
C -0.593 0.558 1.371
C -1.564 0.703 2.691
C -1.051 1.686 3.836
C -0.046 0.984 4.920
C 1.369 1.733 5.026
C 2.731 0.956 5.091
C 4.111 1.677 5.246
C 4.182 3.222 5.359
C 2.832 3.998 5.269
C 1.465 3.280 5.117
O 0.515 1.391 1.750
S 1.965 1.239 0.942
O 2.850 0.442 1.905
O 1.857 0.254 -0.381
C 0.983 0.586 -1.462
C 0.674 -0.925 -2.054
C 1.939 -1.929 -1.815
C 1.659 -3.279 -2.675
Cl 3.176 -3.749 -3.585
C 1.969 1.192 -2.624
C 3.069 2.215 -2.092
O 4.112 1.892 -1.465
Cl 2.880 4.045 -2.381
C -0.344 1.446 -1.224
C -1.165 1.539 -2.649
N 0.111 2.875 -1.187
C -1.338 1.003 -0.016
P -2.221 2.700 0.374
O -1.413 3.625 1.303
Si -2.878 -0.052 -0.484
C -4.431 1.018 -1.008
C -3.616 -1.124 0.970
C -2.776 -1.332 -1.886
H 0.469 -2.777 2.611
H 1.202 -1.062 3.147
H -0.665 -1.802 0.665
H -2.639 0.990 2.449
H -1.689 -0.315 3.233
H -0.676 2.709 3.524
H -1.996 1.911 4.475
H -0.509 1.078 5.978
H 0.039 -0.140 4.734
H 2.774 -0.188 5.051
H 5.100 1.110 5.323
H 5.150 3.822 5.506
H 2.815 5.137 5.354
H 0.517 3.920 5.076
H 0.335 -0.897 -3.139
H -0.097 -1.319 -1.312
H 1.993 -2.281 -0.714
H 2.945 -1.443 -2.034
H 1.412 -4.127 -1.929
H 0.727 -3.158 -3.326
H 1.420 1.711 -3.471
H 2.574 0.352 -3.143
H -1.250 0.553 -3.191
H -2.164 2.109 -2.520
H -0.609 2.236 -3.392
H -0.489 3.523 -1.692
H 0.493 3.204 -0.308
H -3.441 2.441 1.126
H -2.534 3.409 -0.833
H -4.159 1.929 -1.633
H -5.013 1.393 -0.089
H -5.168 0.379 -1.614
H -4.486 -1.702 0.466
H -4.101 -0.491 1.785
H -2.894 -1.921 1.344
H -2.014 -2.174 -1.767
H -3.795 -1.896 -1.825
H -2.816 -0.904 -2.960
O -0.647 -4.728 -4.759
C 0.446 -5.194 -5.402
C 0.043 -6.433 -6.340
O 1.134 -6.919 -6.958
H 1.279 -5.561 -4.770
H 0.975 -4.483 -6.069
H -0.772 -6.053 -6.991
H -0.513 -7.134 -5.682
*
```